Record 1
A 6-piece molecular cluster, C64H128F3IN2O2P3 overall. Source: OMol25; level of theory: ωB97M-V/def2-TZVPD.

Structure (XYZ):
```
203
Properties=species:S:1:pos:R:3:mulliken_charge:R:1
I 17.91 17.39 15.76 -0.68
C 17.72 19.35 8.58 -0.52
C 18.54 18.31 9.34 -1.17
C 18.90 18.67 10.80 0.33
C 19.69 20.00 11.07 -1.51
P 20.06 20.52 12.76 0.24
C 21.01 19.25 13.68 -0.67
C 22.21 18.69 12.87 -0.99
C 22.96 17.58 13.58 0.14
C 24.14 17.13 12.76 -1.45
C 21.06 22.06 12.62 -1.36
C 22.14 22.20 13.77 -0.38
C 22.64 23.60 13.98 -0.52
C 23.84 23.58 14.98 -1.40
C 18.37 20.94 13.53 0.65
C 18.51 21.62 14.90 -0.77
C 17.24 22.11 15.57 -0.02
C 16.48 23.36 15.03 -1.53
H 17.28 18.91 7.69 0.49
H 18.41 20.17 8.39 0.31
H 16.90 19.54 9.28 -0.27
H 19.42 18.07 8.73 0.45
H 18.04 17.34 9.34 0.39
H 19.37 17.83 11.30 0.43
H 17.96 18.82 11.32 -0.53
H 19.25 20.92 10.66 0.82
H 20.62 19.95 10.50 0.69
H 20.28 18.44 13.77 0.42
H 21.29 19.70 14.63 0.79
H 22.81 19.53 12.51 0.64
H 21.79 18.24 11.98 0.19
H 22.30 16.75 13.85 -0.19
H 23.35 17.99 14.51 0.34
H 24.82 17.97 12.66 0.37
H 23.79 16.89 11.76 0.35
H 24.66 16.27 13.18 0.40
H 20.47 22.96 12.48 0.53
H 21.59 22.00 11.67 0.81
H 22.94 21.50 13.57 0.30
H 21.87 22.03 14.81 0.28
H 21.94 24.37 14.31 0.37
H 22.92 23.75 12.94 0.34
H 23.56 23.20 15.96 0.35
H 24.10 24.59 15.28 0.42
H 24.79 23.19 14.60 0.33
H 17.86 19.98 13.51 -0.16
H 17.88 21.65 12.87 0.14
H 19.13 22.51 14.81 0.15
H 19.00 20.90 15.56 0.55
H 17.47 22.23 16.63 0.29
H 16.49 21.32 15.68 -0.14
H 16.92 24.27 15.44 0.42
H 15.44 23.37 15.34 0.37
H 16.40 23.42 13.95 0.32
C 23.38 13.73 16.66 -1.38
C 22.42 13.89 15.47 -0.19
C 20.90 13.95 15.82 0.40
C 20.31 12.61 16.35 -1.40
P 18.55 12.57 16.58 0.49
C 17.61 13.02 15.04 -0.23
C 18.18 12.21 13.87 -0.77
C 17.71 12.67 12.51 -0.85
C 18.47 13.93 12.09 -0.94
C 18.17 10.82 16.91 -1.16
C 18.51 10.34 18.38 -0.54
C 19.27 8.99 18.47 -0.88
C 20.74 9.10 17.93 -0.87
C 17.96 13.60 17.92 -0.78
C 19.01 14.13 18.94 -0.82
C 18.29 14.45 20.30 -0.13
C 19.34 14.66 21.37 -1.42
H 24.41 13.85 16.32 0.43
H 23.26 12.76 17.15 0.36
H 23.22 14.61 17.28 0.31
H 22.56 13.11 14.71 0.51
H 22.75 14.84 15.06 -0.19
H 20.32 14.26 14.95 -0.18
H 20.78 14.71 16.59 0.09
H 20.83 12.40 17.28 0.44
H 20.64 11.91 15.58 0.79
H 17.68 14.08 14.79 0.15
H 16.55 12.79 15.17 0.60
H 17.75 11.21 13.93 0.35
H 19.26 12.09 13.90 0.19
H 16.63 12.79 12.47 0.30
H 17.97 11.92 11.75 0.41
H 17.84 14.54 11.44 0.21
H 19.31 13.67 11.45 0.52
H 18.81 14.55 12.92 0.15
H 18.71 10.31 16.11 0.64
H 17.09 10.73 16.76 0.49
H 17.52 10.23 18.82 0.46
H 18.89 11.21 18.93 0.23
H 18.79 8.20 17.88 0.34
H 19.35 8.59 19.48 0.43
H 21.11 10.07 18.27 0.14
H 20.64 9.15 16.84 0.26
H 21.27 8.23 18.30 0.41
H 17.38 12.87 18.49 0.82
H 17.34 14.45 17.63 0.28
H 19.52 15.00 18.51 0.46
H 19.75 13.33 19.07 0.51
H 17.67 13.63 20.64 0.43
H 17.61 15.28 20.11 0.06
H 19.04 14.75 22.41 0.36
H 19.91 15.52 21.02 0.28
H 20.01 13.80 21.35 0.41
C 15.82 22.18 9.30 -1.79
C 15.69 21.87 10.80 0.79
C 14.53 20.95 11.04 -0.63
C 14.13 20.91 12.53 -0.55
P 12.85 19.71 12.96 0.48
C 13.47 18.09 12.59 -1.30
C 14.81 17.56 13.24 1.86
C 15.23 16.20 12.77 -0.76
C 14.29 15.02 13.27 -1.07
C 11.30 20.07 11.95 -1.32
C 10.98 21.56 11.71 -0.01
C 9.73 21.63 10.77 -0.54
C 9.16 23.07 10.92 -1.25
C 12.38 19.93 14.71 0.05
C 12.01 21.31 15.21 -0.97
C 10.56 21.50 15.63 -0.74
C 10.13 23.02 15.53 -1.31
H 15.17 22.99 8.96 0.40
H 15.86 21.39 8.56 0.34
H 16.84 22.50 9.08 0.50
H 15.54 22.76 11.42 0.55
H 16.63 21.40 11.07 -0.79
H 14.88 19.97 10.72 0.25
H 13.68 21.28 10.45 0.33
H 13.82 21.85 12.98 1.01
H 14.95 20.49 13.11 -0.25
H 13.54 18.01 11.51 0.58
H 12.66 17.40 12.84 0.75
H 14.69 17.65 14.32 -0.24
H 15.63 18.21 12.94 -1.06
H 16.23 15.92 13.11 -0.05
H 15.20 16.26 11.68 0.55
H 14.67 14.03 13.03 0.40
H 13.22 14.98 13.03 0.41
H 14.43 15.03 14.35 0.03
H 10.46 19.55 12.41 0.72
H 11.46 19.53 11.01 0.59
H 11.86 22.05 11.31 0.30
H 10.79 22.02 12.69 -0.18
H 8.95 20.87 10.88 0.43
H 10.15 21.44 9.78 0.35
H 8.27 23.30 10.33 0.41
H 9.95 23.78 10.70 0.33
H 8.86 23.30 11.94 0.25
H 13.30 19.66 15.22 -0.35
H 11.65 19.18 15.04 0.83
H 12.37 22.14 14.60 0.46
H 12.58 21.35 16.15 0.38
H 10.48 21.15 16.66 0.50
H 9.88 20.80 15.15 0.44
H 9.84 23.48 14.59 0.19
H 11.05 23.58 15.67 0.35
H 9.29 23.13 16.22 0.42
C 15.04 22.88 19.84 -0.88
N 14.62 21.50 19.48 0.41
C 13.40 21.04 19.76 -0.47
C 13.00 19.73 19.40 -0.65
C 13.86 18.99 18.51 0.67
C 15.13 19.56 18.24 -0.39
C 15.47 20.80 18.73 -1.00
C 13.59 17.65 17.89 0.32
C 14.49 16.62 17.74 -0.22
C 14.11 15.47 17.03 -0.74
N 12.88 15.26 16.64 0.33
C 11.97 16.24 16.77 -0.67
C 12.30 17.40 17.42 -0.85
C 12.48 13.97 16.10 -0.93
H 15.34 23.39 18.93 0.33
H 15.90 22.72 20.50 0.31
H 14.30 23.44 20.41 0.38
H 12.80 21.61 20.46 0.55
H 12.04 19.42 19.79 0.63
H 15.79 19.03 17.58 0.23
H 16.37 21.33 18.47 0.44
H 15.47 16.69 18.19 1.13
H 14.71 14.58 16.96 0.67
H 10.93 16.04 16.56 0.55
H 11.48 18.10 17.55 0.46
H 11.84 14.12 15.23 0.43
H 12.01 13.49 16.96 0.38
H 13.38 13.48 15.71 0.29
C 18.13 19.97 22.03 -0.28
O 19.37 20.64 21.45 -0.39
O 17.04 20.84 22.05 -0.76
C 17.93 18.45 21.70 0.75
F 17.14 18.29 20.67 -0.11
F 19.01 17.88 21.25 -0.27
F 17.49 17.69 22.75 -0.30
C 19.51 20.79 20.00 0.60
C 20.82 21.50 19.82 -1.45
H 20.89 21.78 18.77 0.28
H 20.88 22.37 20.48 0.35
H 21.69 20.90 20.09 0.38
H 18.70 21.40 19.61 -0.13
H 19.61 19.83 19.50 0.20
H 18.50 19.97 23.06 0.26
```

For the orbital gap, the calculation gives 2.9145 eV. Its net charge is +3. The value obtained for the total energy is -4395.731955 hartree.

Record 2
C43H60Cl3NO10P3RbS4 as an isolated structure. Source: OMol25; level of theory: ωB97M-V/def2-TZVPD.

Structure (XYZ):
```
125
Properties=species:S:1:pos:R:3:mulliken_charge:R:1
Rb -0.75 -1.06 -1.15 0.24
S -4.15 3.32 -0.93 -0.60
S -3.64 2.88 -2.90 -0.19
S -1.72 3.50 -3.33 -0.22
S -0.37 1.90 -3.42 -0.51
C -2.51 0.29 3.44 -3.49
N -1.97 0.54 4.75 1.13
C -0.53 0.66 4.83 -2.14
P 0.19 1.55 3.32 1.23
C 1.77 2.03 4.12 -0.05
C 2.09 3.32 4.54 -0.08
C 3.34 3.59 5.09 -0.76
C 4.28 2.58 5.24 -0.56
C 3.97 1.29 4.82 -0.59
C 2.73 1.03 4.26 -0.62
C -0.85 3.05 3.33 0.24
C -1.41 3.39 2.10 -0.41
C -2.34 4.42 2.00 -1.06
C -2.70 5.12 3.14 -0.80
C -2.15 4.80 4.37 -0.84
C -1.23 3.76 4.47 0.02
C -2.78 1.09 5.73 0.38
C -4.00 1.71 5.42 -0.02
C -4.79 2.24 6.42 -0.87
C -4.41 2.20 7.75 -0.52
C -3.20 1.58 8.07 -0.70
C -2.40 1.03 7.08 -0.36
P -1.65 -1.07 2.49 1.73
C -1.68 -2.39 3.77 0.37
C -2.84 -2.77 4.45 -0.32
C -2.79 -3.75 5.43 -0.89
C -1.59 -4.38 5.73 -0.53
C -0.44 -4.03 5.05 -0.79
C -0.49 -3.03 4.08 -0.35
C -3.08 -1.50 1.45 0.39
C -3.71 -0.47 0.75 0.11
C -4.71 -0.75 -0.17 -0.73
C -5.10 -2.06 -0.39 -0.60
C -4.49 -3.09 0.31 -0.69
C -3.48 -2.82 1.22 -0.40
H -2.49 1.19 2.81 0.73
H -3.56 -0.01 3.54 1.38
H -0.03 -0.31 4.90 0.35
H -0.27 1.22 5.72 0.96
H 1.38 4.12 4.42 0.43
H 3.58 4.60 5.40 0.39
H 5.25 2.79 5.66 0.35
H 4.70 0.49 4.91 0.39
H 2.50 0.03 3.90 0.35
H -1.18 2.80 1.21 0.70
H -2.80 4.62 1.04 0.55
H -3.44 5.91 3.07 0.41
H -2.45 5.33 5.26 0.41
H -0.84 3.49 5.44 0.49
H -4.31 1.81 4.39 0.46
H -5.72 2.73 6.14 0.38
H -5.03 2.62 8.53 0.38
H -2.88 1.51 9.10 0.37
H -1.49 0.52 7.36 0.46
H -3.78 -2.29 4.21 0.41
H -3.70 -4.03 5.96 0.41
H -1.56 -5.16 6.48 0.37
H 0.50 -4.52 5.27 0.44
H 0.42 -2.75 3.54 0.50
H -3.41 0.56 0.88 -0.02
H -5.14 0.08 -0.72 0.45
H -5.85 -2.29 -1.14 0.38
H -4.76 -4.12 0.10 0.34
H -2.99 -3.64 1.72 0.12
O 4.05 -0.56 0.60 -0.63
H 3.42 -1.09 1.09 0.24
H 3.57 0.28 0.46 0.32
O -1.46 1.68 -0.39 1.22
H -2.36 2.07 -0.49 -0.44
H -1.03 1.91 -1.24 -0.65
O -1.85 -5.68 -1.23 -0.75
Cl -1.96 -4.50 -2.05 1.72
O -3.29 -4.39 -2.59 -0.68
O -0.99 -4.55 -3.11 -0.72
O -1.68 -3.33 -1.22 -0.44
C 2.64 3.58 -1.56 -1.55
C 1.93 2.53 -0.74 0.87
O 2.76 1.92 0.27 0.05
C 3.17 2.79 1.31 1.14
C 4.63 3.20 1.18 -1.53
H 1.98 3.87 -2.38 0.36
H 3.57 3.19 -1.98 0.31
H 2.87 4.47 -0.98 0.38
H 1.58 1.73 -1.39 -0.05
H 1.03 2.94 -0.27 -0.26
H 3.03 2.25 2.26 -1.05
H 2.51 3.67 1.34 0.54
H 5.25 2.31 1.09 0.24
H 4.94 3.76 2.06 0.43
H 4.79 3.82 0.29 0.36
Cl 1.56 -5.61 1.66 -0.22
C 0.32 -4.58 0.92 -0.10
Cl 0.91 -2.92 0.68 0.11
H -0.53 -4.54 1.59 -0.02
H 0.04 -4.99 -0.05 0.18
C 3.53 1.23 -4.19 -1.16
C 4.08 0.33 -3.10 0.41
O 3.55 -1.00 -3.21 -0.47
P 2.34 -1.42 -2.19 1.17
O 1.05 -1.51 -3.14 -0.51
C 1.03 -2.18 -4.43 -0.10
C 0.89 -1.15 -5.53 -0.90
O 2.68 -3.02 -2.12 -0.39
C 3.90 -3.41 -1.48 -0.06
C 4.88 -3.94 -2.51 -1.37
H 3.98 2.22 -4.12 0.48
H 2.45 1.35 -4.10 0.11
H 3.76 0.81 -5.18 0.36
H 3.85 0.74 -2.11 -0.42
H 5.16 0.23 -3.18 0.35
H 0.17 -2.85 -4.40 0.35
H 1.93 -2.78 -4.54 0.13
H 0.11 -0.42 -5.27 0.16
H 0.63 -1.64 -6.46 0.41
H 1.82 -0.60 -5.67 0.12
H 3.64 -4.19 -0.76 0.28
H 4.33 -2.57 -0.93 0.21
H 4.46 -4.81 -3.02 0.30
H 5.81 -4.24 -2.03 0.42
H 5.09 -3.17 -3.25 0.25
```

For the orbital gap, the calculation gives 4.5120 eV. Its net charge is -2. The value obtained for the total energy is -6503.126195 hartree. For the relative energy (zero: lowest compared OMol25 entry of this formula, charge and spin), the calculation gives 16.30 kJ/mol.

Q: Among the records above, which one has the lowest orbital gap?
A: C64H128F3IN2O2P3

Q: Among the records above, which one has the lowest net charge?
A: C43H60Cl3NO10P3RbS4